No. 1
{"formula": "C19H25ClNO9PS3Tc", "method": "the ωB97M-V functional and the def2-TZVPD basis", "species": ["Tc", "C", "C", "O", "P", "S", "S", "O", "C", "C", "H", "H", "H", "H", "H", "H", "H", "H", "H", "H", "O", "S", "O", "O", "O", "O", "C", "C", "C", "C", "C", "C", "C", "C", "N", "H", "H", "H", "H", "H", "H", "H", "H", "H", "H", "H", "Cl", "C", "C", "C", "C", "C", "C", "C", "O", "O", "H", "H", "H", "H"], "xyz": [[-0.20667, -0.24467, -0.21982], [-1.39539, -5.40035, 1.93166], [-1.75674, -4.46732, 3.07202], [-0.62907, -3.71317, 3.50344], [-0.07026, -2.31839, 2.88877], [1.84711, -2.46360, 2.72943], [-1.23043, -1.96340, 1.24592], [-0.58019, -1.33332, 4.02444], [-1.03038, 0.03223, 3.86427], [-0.21580, 0.92091, 4.76916], [-2.29448, -5.90723, 1.56465], [-0.67034, -6.14768, 2.26272], [-0.96036, -4.82976, 1.10938], [-2.05859, -5.04551, 3.94481], [-2.57784, -3.80501, 2.79315], [-2.08822, 0.04648, 4.12886], [-0.93144, 0.35106, 2.83644], [-0.21584, 0.53977, 5.79273], [-0.64196, 1.92749, 4.76293], [0.81318, 0.97962, 4.41136], [0.81945, 2.85744, 0.97391], [1.50610, 1.68814, 0.50443], [2.94602, 1.71196, 0.57988], [0.95366, 0.41476, 1.25036], [1.05031, 1.26299, -0.92164], [-1.40492, -0.56239, -2.08236], [-0.79047, -1.15789, -3.23966], [-0.75637, -2.67748, -3.17771], [-0.39927, -3.23057, -1.79526], [1.00773, -2.91346, -1.38205], [2.00414, -3.85436, -1.58513], [3.30908, -3.57970, -1.21501], [3.58897, -2.34263, -0.68180], [2.55898, -1.44150, -0.50685], [1.28343, -1.71307, -0.83157], [-2.31970, -0.85366, -1.99877], [0.21059, -0.73046, -3.27199], [-1.33007, -0.83131, -4.12796], [-0.03090, -3.02568, -3.92125], [-1.73363, -3.07697, -3.46648], [-0.51709, -4.31414, -1.80846], [-1.08326, -2.83918, -1.04918], [1.73509, -4.81025, -2.01623], [4.08373, -4.32926, -1.33082], [4.58154, -2.06491, -0.35546], [2.77211, -0.46468, -0.09655], [-7.56159, 3.29485, 2.42204], [-6.06448, 2.86612, 1.61629], [-5.43039, 1.68238, 1.95057], [-4.24334, 1.35174, 1.30810], [-3.71248, 2.19034, 0.33395], [-4.37101, 3.36693, 0.01087], [-5.54623, 3.71927, 0.65750], [-2.46395, 1.80800, -0.42250], [-2.29512, 2.20179, -1.55677], [-1.69387, 1.01411, 0.27483], [-5.85405, 1.03657, 2.70841], [-3.71665, 0.43768, 1.55547], [-3.95190, 3.99887, -0.76179], [-6.05622, 4.64538, 0.42672]], "lowdin_spin": [1.731, 0.000, 0.000, -0.001, 0.002, 0.003, 0.017, 0.000, 0.000, 0.000, 0.000, 0.000, 0.000, 0.000, 0.000, 0.000, 0.000, 0.000, 0.000, 0.000, 0.005, 0.004, 0.000, 0.055, 0.037, 0.011, 0.003, 0.001, 0.003, 0.009, -0.002, 0.009, -0.001, 0.013, 0.007, 0.000, 0.000, 0.000, 0.000, 0.000, 0.000, 0.001, 0.000, 0.001, 0.000, 0.001, 0.000, 0.001, 0.000, 0.001, -0.001, 0.000, 0.000, 0.011, 0.018, 0.061, 0.000, 0.001, 0.000, 0.000], "gap_ev": [7.3739, 6.9948], "spin_multiplicity": 3, "charge": -1, "energy_ha": -3548.1166, "relative_energy_kcal_mol": 32.91, "lumo_energy_ev": [2.189, 2.153]}

=====

No. 2
{"formula": "C6H10OS", "method": "the ωB97M-V functional and the def2-TZVPD basis", "species": ["O", "S", "C", "C", "C", "C", "C", "C", "H", "H", "H", "H", "H", "H", "H", "H", "H", "H"], "xyz": [[-0.25392, -1.94496, 2.23433], [1.85000, 0.51027, -0.53320], [0.41214, -1.53718, 1.32452], [0.56761, 1.83832, -0.39763], [0.86322, -0.92565, -1.11080], [-0.58737, 1.31451, 0.43071], [-1.19154, 0.01180, -0.00311], [-0.20678, -1.18799, -0.02174], [1.48401, -1.31432, 1.50942], [0.97064, 2.68901, 0.05211], [0.21517, 2.08518, -1.42145], [0.37194, -0.75753, -2.07459], [1.48813, -1.84767, -1.15457], [-0.22348, 1.19681, 1.47157], [-1.38518, 2.08562, 0.46187], [-2.03966, -0.24348, 0.65672], [-1.60963, 0.10048, -1.01301], [-0.72531, -2.07323, -0.41115]], "mulliken_charge": [-0.469, -0.154, -0.188, -0.659, -0.970, -0.542, -0.998, 0.232, 0.352, 0.416, 0.312, 0.444, 0.390, 0.283, 0.347, 0.314, 0.427, 0.461], "gap_ev": 9.5229, "spin_multiplicity": 1, "smiles": "O=C[C@H]1CCCSC1", "energy_ha": -708.0291, "relative_energy_kcal_mol": 13.27, "lumo_energy_ev": 0.810}

=====

No. 3
{"formula": "C38H65BBr43N2O3PS3", "method": "the ωB97M-V functional and the def2-TZVPD basis", "species": ["C", "C", "C", "C", "C", "C", "C", "C", "N", "C", "C", "C", "C", "C", "C", "C", "C", "C", "S", "S", "C", "C", "C", "C", "O", "C", "C", "Br", "O", "C", "P", "S", "B", "N", "O", "H", "H", "H", "H", "H", "H", "H", "H", "H", "H", "H", "H", "H", "H", "H", "H", "H", "H", "H", "H", "H", "H", "H", "H", "H", "H", "H", "H", "H", "H", "H", "H", "H", "H", "H", "H", "H", "H", "H", "H", "H", "H", "H", "H", "H", "H", "H", "H", "H", "H", "H", "C", "Br", "Br", "Br", "H", "C", "Br", "Br", "Br", "H", "C", "Br", "Br", "Br", "H", "C", "Br", "Br", "Br", "H", "C", "Br", "Br", "Br", "H", "C", "Br", "Br", "Br", "H", "C", "Br", "Br", "Br", "H", "C", "Br", "Br", "Br", "H", "C", "Br", "Br", "Br", "H", "C", "Br", "Br", "Br", "H", "C", "Br", "Br", "Br", "H", "C", "Br", "Br", "Br", "H", "C", "Br", "Br", "Br", "H", "C", "Br", "Br", "Br", "H"], "xyz": [[4.24299, -6.23675, 1.90339], [5.18748, -6.53925, 0.66691], [4.27374, -6.54388, -0.62744], [3.80399, -5.07340, -0.92418], [4.75457, -4.41459, -2.01360], [4.64481, -2.84524, -2.00779], [3.18650, -2.27901, -2.01654], [3.25694, -0.76193, -1.55255], [2.31432, 0.05624, -2.33881], [2.55893, 1.47340, -1.92761], [3.85664, 2.04727, -2.60708], [4.83249, 2.53860, -1.47420], [5.99083, 3.39296, -2.14470], [6.08763, 4.82614, -1.48333], [7.20349, 4.77473, -0.35522], [6.92378, 5.99997, 0.62024], [8.27629, 6.60715, 1.18158], [0.93391, -0.22419, -2.03131], [0.29780, -0.54979, -0.53943], [-0.23237, -0.17587, -3.46196], [-1.47938, 1.06521, -2.91956], [-2.94434, 0.46057, -2.87757], [-3.93021, 1.67784, -2.93016], [-5.41911, 1.32065, -2.55375], [-5.60916, 1.18038, -1.12296], [-6.71765, 1.93110, -0.65616], [-7.46098, 1.19725, 0.54096], [-6.70986, 1.93886, 2.22139], [-8.83082, 1.47216, 0.35597], [-9.61986, 1.03662, 1.45355], [-10.48590, 2.55188, 2.17161], [-10.70155, 3.85206, 0.70002], [-5.93422, -0.06330, -3.22875], [-5.66474, -1.37534, -2.63989], [-6.69682, 0.06958, -4.44018], [4.58251, -6.70117, 2.85079], [3.21082, -6.55064, 1.60954], [4.18813, -5.12208, 1.98641], [5.94060, -5.72720, 0.50256], [5.74716, -7.49570, 0.75743], [3.35596, -7.16092, -0.44349], [4.82159, -6.93995, -1.52794], [3.87808, -4.39596, -0.03448], [2.74884, -5.01171, -1.28271], [4.56943, -4.88678, -3.00399], [5.79474, -4.66653, -1.67249], [5.26344, -2.48287, -2.87182], [5.19969, -2.49869, -1.09358], [2.80878, -2.34236, -3.06633], [2.49039, -2.77961, -1.31286], [3.08705, -0.69728, -0.44513], [4.32237, -0.46190, -1.71262], [1.68606, 2.11293, -2.19309], [2.66050, 1.47271, -0.80692], [3.65845, 2.88495, -3.30443], [4.36709, 1.20976, -3.14942], [5.30659, 1.67770, -0.94962], [4.26295, 3.12578, -0.70745], [5.73631, 3.55434, -3.21588], [6.94269, 2.82194, -2.04602], [5.14709, 5.09217, -0.94983], [6.32040, 5.62849, -2.22637], [7.15603, 3.79907, 0.18148], [8.22788, 4.85827, -0.79520], [6.24529, 5.65938, 1.44132], [6.40611, 6.77627, 0.00770], [8.27431, 7.71620, 1.03172], [8.37478, 6.43071, 2.28295], [9.13082, 6.10759, 0.65232], [-1.53498, 1.94780, -3.60805], [-1.28475, 1.47247, -1.90007], [-3.14609, -0.09825, -1.93887], [-3.10612, -0.20661, -3.75806], [-3.58866, 2.45371, -2.19998], [-3.94670, 2.19089, -3.92680], [-6.04627, 2.14127, -2.99605], [-7.49372, 2.15208, -1.42527], [-6.33529, 2.89148, -0.24202], [-7.26732, 0.10756, 0.40670], [-9.07627, 0.41013, 2.19608], [-10.43041, 0.38588, 1.02991], [-9.71289, 3.23249, 3.16593], [-11.81708, 2.27809, 2.62609], [-6.45910, -1.98778, -2.82686], [-5.58065, -1.33225, -1.62595], [-6.28419, -0.50861, -5.09383], [12.40831, 4.79753, 0.23285], [11.17719, 4.17357, 1.58941], [12.29609, 3.73355, -1.38016], [12.17607, 6.68429, -0.13281], [13.40913, 4.67094, 0.62865], [-5.40217, -0.16711, 5.28179], [-3.54180, -0.69229, 5.35073], [-6.55679, -1.66574, 4.86589], [-5.95606, 0.72932, 6.90599], [-5.50340, 0.54651, 4.47139], [2.30702, 7.28346, 0.40354], [3.83207, 8.27230, -0.26300], [2.11227, 5.57381, -0.48588], [2.36669, 7.08774, 2.32798], [1.42292, 7.86509, 0.16983], [3.67425, 4.37607, -6.45968], [5.54318, 3.89213, -6.32390], [2.55182, 2.82249, -6.73526], [3.09140, 5.43389, -4.94545], [3.57127, 5.00071, -7.33922], [-8.77336, 3.87676, 7.26457], [-9.91605, 3.09638, 8.61387], [-8.99375, 2.98312, 5.56080], [-9.01411, 5.79079, 7.11564], [-7.74968, 3.70883, 7.58066], [-6.09390, -3.50534, 7.94617], [-4.18624, -3.77169, 8.13277], [-6.98301, -5.09319, 7.28826], [-6.89632, -2.86225, 9.58533], [-6.23492, -2.73178, 7.19868], [-5.99535, -7.36861, 4.39849], [-7.45725, -8.51243, 3.84488], [-4.32444, -8.33905, 4.49857], [-5.84841, -5.79840, 3.27694], [-6.22246, -7.02259, 5.40028], [7.60822, 10.87013, -0.27104], [7.32830, 9.16568, -1.14544], [5.95199, 11.60889, 0.40460], [8.96113, 10.75450, 1.10829], [7.97910, 11.55641, -1.02330], [-11.43933, -5.27940, 6.62580], [-10.16687, -6.36892, 5.65548], [-10.70914, -3.53976, 7.06118], [-13.12404, -5.13620, 5.68410], [-11.64060, -5.78376, 7.56376], [6.26241, -9.85161, -2.88166], [7.20908, -8.44894, -1.94321], [5.52211, -11.15727, -1.65972], [4.91431, -9.13326, -4.07067], [6.98831, -10.36831, -3.49842], [2.05052, -1.30436, -6.97847], [3.81047, -0.73989, -7.55130], [1.02348, -2.03862, -8.44654], [2.12936, -2.53167, -5.48445], [1.52704, -0.41779, -6.63647], [2.92736, -4.86050, -10.49222], [4.68979, -4.29147, -11.05407], [1.90847, -5.60009, -11.96267], [3.01275, -6.08250, -8.99294], [2.40036, -3.97472, -10.15379], [-9.40648, 0.74686, 12.22376], [-10.05218, -0.10091, 10.60823], [-8.62169, -0.52643, 13.45196], [-8.18405, 2.18411, 11.80183], [-10.26544, 1.18231, 12.72094], [-0.70986, -4.58960, -0.03580], [-0.13942, -4.34359, -1.86870], [0.43438, -3.65608, 1.21922], [-2.56801, -4.10156, 0.19910], [-0.62869, -5.64758, 0.18488]], "mulliken_charge": [-0.891, -0.435, -0.172, 0.241, -0.614, -1.076, 2.243, -1.269, 0.333, -0.942, 0.267, -0.476, -0.322, 0.005, -0.634, 0.255, -0.009, -0.073, -0.123, -0.012, -1.121, -0.004, -1.039, -0.048, -0.246, -0.718, -0.114, -0.134, -0.222, -0.652, 0.177, -0.423, 0.463, -0.446, -0.629, 0.356, 0.185, 0.225, 0.278, 0.342, 0.351, -0.310, 0.172, -0.293, 0.324, 0.333, 0.436, 0.392, -1.442, -0.117, 0.308, 0.316, 0.407, 0.384, -0.253, 0.278, 0.121, 0.375, -0.201, 0.458, -0.193, 0.299, 0.205, 0.354, 0.350, -0.447, -0.207, 0.286, -0.185, 0.451, 0.406, 0.146, 0.340, 0.302, 0.353, 0.334, 0.385, 0.339, 0.423, 0.466, 0.374, -0.063, 0.124, 0.235, 0.221, 0.300, -0.329, -0.004, -0.012, -0.010, 0.343, 0.096, -0.006, 0.085, 0.023, -0.150, -0.424, 0.060, 0.019, -0.025, 0.379, -0.388, -0.047, 0.014, -0.023, 0.396, -0.397, 0.041, 0.175, -0.019, 0.290, 0.409, -0.030, 0.084, 0.007, -0.450, 0.076, -0.048, -0.028, 0.066, -0.116, -0.288, -0.030, -0.036, -0.041, 0.350, -0.358, 0.000, 0.019, -0.038, 0.371, -0.333, -0.019, -0.017, -0.011, 0.355, -0.214, 0.003, -0.063, 0.064, 0.150, 0.144, -0.010, -0.019, 0.011, -0.135, -0.303, -0.031, -0.034, -0.014, 0.363, -0.377, -0.009, -0.066, -0.039, 0.436], "gap_ev": 7.9178, "spin_multiplicity": 1, "energy_ha": -114065.2941, "lumo_energy_ev": -0.440}

=====

No. 4
{"formula": "C21H35N3O4", "method": "the ωB97M-V functional and the def2-TZVPD basis", "species": ["C", "C", "C", "C", "C", "O", "N", "C", "C", "C", "O", "N", "C", "C", "C", "C", "C", "N", "C", "O", "C", "C", "C", "O", "C", "C", "C", "C", "H", "H", "H", "H", "H", "H", "H", "H", "H", "H", "H", "H", "H", "H", "H", "H", "H", "H", "H", "H", "H", "H", "H", "H", "H", "H", "H", "H", "H", "H", "H", "H", "H", "H", "H"], "xyz": [[-1.81344, 2.63199, 1.78267], [-2.22376, 1.38159, 1.93109], [-2.43707, 0.42409, 0.79883], [-1.53123, -0.82301, 0.85818], [-1.47188, -1.43342, -0.52959], [-2.21002, -2.34306, -0.87157], [-0.57595, -0.86980, -1.37070], [-0.49326, -1.25448, -2.75927], [0.29685, -2.55158, -2.94422], [0.17605, -0.09876, -3.49869], [0.78667, 0.77407, -2.89964], [0.08054, -0.13667, -4.84292], [0.70554, 0.87213, -5.68336], [-0.10633, 2.16134, -5.80207], [-1.46422, 1.90561, -6.44482], [0.69333, 3.18835, -6.59489], [-0.14112, -0.63250, 1.53980], [-0.62505, -1.46992, 2.63156], [-0.06410, -2.02611, 3.73393], [-0.67291, -2.84391, 4.39786], [1.34966, -1.55772, 4.06058], [2.20272, -2.74860, 4.48233], [1.34453, -0.45834, 5.13231], [1.01206, -1.06065, 6.35879], [2.64101, 0.39269, 5.07635], [1.87959, 1.42178, 4.21215], [0.55699, 0.80967, 4.72141], [-1.88940, -1.81288, 1.99126], [-1.67258, 3.28557, 2.63372], [-1.60987, 3.04534, 0.80080], [-2.41710, 1.00374, 2.93255], [-3.47126, 0.06921, 0.78159], [-2.26373, 0.95660, -0.14051], [-0.01002, -0.07514, -1.10712], [-1.50874, -1.39855, -3.13947], [0.32216, -2.85471, -3.99156], [1.32205, -2.41811, -2.59625], [-0.17725, -3.34232, -2.36562], [-0.47505, -0.85975, -5.26560], [1.68693, 1.09398, -5.26286], [0.85324, 0.43569, -6.67440], [-0.25710, 2.53919, -4.78675], [-1.34260, 1.51635, -7.46017], [-2.05353, 1.18702, -5.87282], [-2.04336, 2.82740, -6.51185], [0.87972, 2.83185, -7.61188], [0.15207, 4.13205, -6.66974], [1.65807, 3.38996, -6.12647], [0.69571, -1.06699, 0.98594], [0.10284, 0.39298, 1.82499], [1.77596, -1.10282, 3.16130], [2.30782, -3.45597, 3.65874], [3.19862, -2.42292, 4.78503], [1.73064, -3.26036, 5.31706], [0.93155, -0.37057, 7.02423], [2.87042, 0.79426, 6.06503], [3.53707, -0.07204, 4.66516], [2.05432, 2.47517, 4.42010], [2.02850, 1.25059, 3.14590], [-0.27944, 0.70002, 4.03289], [0.20688, 1.32937, 5.61653], [-2.76892, -1.54230, 2.57907], [-1.96980, -2.85575, 1.68504]], "mulliken_charge": [-0.783, 0.024, -1.087, 2.177, -0.727, -0.709, -0.031, -0.058, -1.507, 0.500, -0.732, -0.047, -1.193, 0.944, -1.417, -1.596, -1.257, 0.396, -0.153, -0.705, 0.660, -1.875, 0.923, -0.582, -0.953, -0.618, -0.159, -1.079, 0.286, 0.261, 0.343, 0.361, 0.419, 0.369, 0.366, 0.385, 0.354, 0.445, 0.303, 0.365, 0.469, 0.209, 0.328, 0.321, 0.407, 0.345, 0.402, 0.391, 0.467, 0.156, 0.343, 0.448, 0.387, 0.377, 0.506, 0.325, 0.299, 0.452, 0.137, -0.386, 0.399, 0.272, 0.333], "gap_ev": 9.5787, "spin_multiplicity": 1, "smiles": "C=CCC1(C(=O)N[C@H](C)C(=O)NCC(C)C)CN(C(=O)[C@H](C)C2(O)CCC2)C1", "energy_ha": -1286.4277, "relative_energy_kcal_mol": 20.73, "lumo_energy_ev": 0.545}